C51H47N3O8P2SSe2SrTe | the ωB97M-V functional and the def2-TZVPD basis

```
116
Properties=species:S:1:pos:R:3:lowdin_charge:R:1
Sr -0.105 0.552 0.104 1.351
O -2.370 0.401 3.894 0.002
C -2.068 0.239 2.709 -0.635
O -0.900 0.021 2.249 -0.230
C -3.229 0.232 1.675 -0.103
C -3.114 -0.865 0.607 -0.262
C -4.484 -1.144 -0.031 -0.095
C -4.649 0.092 -0.945 -0.093
C -3.366 0.870 -0.637 -0.267
O -2.424 -0.216 -0.481 -0.254
C -3.416 1.500 0.760 -0.102
C -2.421 2.683 0.924 -0.648
O -2.818 3.670 1.546 0.005
O -1.300 2.558 0.334 -0.227
H -4.133 0.082 2.263 0.138
H -2.548 -1.741 0.923 0.156
H -4.448 -2.059 -0.622 0.103
H -5.267 -1.231 0.723 0.110
H -4.661 -0.206 -1.994 0.112
H -5.545 0.675 -0.732 0.111
H -3.012 1.545 -1.411 0.140
H -4.401 1.926 0.946 0.140
Se 7.218 2.738 0.360 0.241
P 5.943 2.633 2.072 0.558
C 5.616 4.268 2.799 -0.352
C 5.721 5.408 2.015 -0.106
C 5.424 6.650 2.557 -0.084
C 5.016 6.753 3.879 -0.097
C 4.905 5.613 4.663 -0.087
C 5.205 4.371 4.124 -0.074
C 6.785 1.790 3.447 -0.352
C 6.249 0.770 4.207 -0.075
C 6.987 0.188 5.229 -0.068
C 8.269 0.634 5.501 -0.093
C 8.808 1.676 4.754 -0.087
C 8.073 2.250 3.732 -0.107
C 4.303 2.029 1.682 -0.419
C 3.512 0.867 1.527 -0.400
N 2.358 1.297 0.976 -0.095
N 2.410 2.604 0.815 -0.037
N 3.568 3.066 1.220 -0.003
P 3.483 -0.854 2.085 0.583
Se 2.065 -2.232 1.311 0.382
C 3.064 -0.682 3.855 -0.363
C 1.934 0.090 4.130 -0.071
C 1.439 0.162 5.422 -0.050
C 2.072 -0.523 6.450 -0.092
C 3.189 -1.302 6.178 -0.100
C 3.676 -1.393 4.883 -0.117
C 5.168 -1.496 1.902 -0.347
C 6.151 -0.778 1.235 -0.098
C 7.434 -1.292 1.110 -0.071
C 7.737 -2.536 1.640 -0.090
C 6.744 -3.280 2.270 -0.088
C 5.462 -2.770 2.387 -0.119
H 6.029 5.308 0.981 0.063
H 5.497 7.536 1.939 0.098
H 4.774 7.723 4.297 0.095
H 4.576 5.686 5.692 0.098
H 5.106 3.483 4.738 0.108
H 5.245 0.439 4.036 0.071
H 6.544 -0.614 5.810 0.099
H 8.849 0.179 6.295 0.095
H 9.808 2.038 4.963 0.097
H 8.501 3.044 3.130 0.085
H 1.398 0.591 3.333 0.093
H 0.540 0.738 5.603 0.113
H 1.683 -0.465 7.460 0.095
H 3.679 -1.851 6.975 0.094
H 4.542 -2.017 4.681 0.088
H 5.936 0.184 0.788 0.039
H 8.182 -0.698 0.599 0.098
H 8.739 -2.939 1.548 0.095
H 6.965 -4.267 2.658 0.097
H 4.674 -3.368 2.831 0.091
O -2.524 -3.052 -2.796 -0.562
S -1.206 -2.695 -2.189 0.835
C -0.866 -3.923 -0.874 -0.312
C -0.077 -5.060 -1.506 -0.240
C 0.901 -4.369 -2.450 -0.234
C 0.082 -3.391 -3.280 -0.310
H -1.840 -4.184 -0.460 0.089
H -0.273 -3.412 -0.110 0.042
H -0.750 -5.714 -2.070 0.108
H 0.427 -5.663 -0.747 0.106
H 1.445 -5.066 -3.090 0.110
H 1.641 -3.809 -1.871 0.102
H -0.499 -3.888 -4.062 0.091
H 0.680 -2.575 -3.684 0.047
O 2.552 -1.377 -3.301 -0.077
C 2.425 -0.958 -2.143 -0.608
O 1.350 -0.705 -1.519 -0.390
H 3.348 -0.793 -1.554 0.113
Te -0.453 0.623 -3.503 1.477
C -1.491 1.889 -4.860 -0.516
C -1.467 3.277 -4.728 -0.126
C -2.153 4.082 -5.626 -0.100
C -2.887 3.512 -6.659 -0.118
C -2.927 2.132 -6.788 -0.114
C -2.227 1.327 -5.898 -0.157
C 1.300 1.797 -3.534 -0.517
C 2.186 1.698 -4.601 -0.137
C 3.376 2.411 -4.585 -0.095
C 3.700 3.203 -3.490 -0.089
C 2.820 3.302 -2.423 -0.079
C 1.615 2.611 -2.452 -0.144
H -0.907 3.729 -3.917 0.100
H -2.120 5.159 -5.510 0.096
H -3.426 4.143 -7.356 0.089
H -3.497 1.676 -7.589 0.092
H -2.253 0.249 -6.019 0.088
H 1.960 1.036 -5.427 0.097
H 4.068 2.318 -5.414 0.094
H 4.647 3.729 -3.458 0.096
H 3.067 3.895 -1.551 0.093
H 0.934 2.738 -1.617 0.076
```

Output
E_LUMO = 3.6 eV
net charge = -2

C51H48As2ClIrN7O2P | the ωB97M-V functional and the def2-TZVPD basis

```
113
Properties=species:S:1:pos:R:3:lowdin_spin:R:1
Ir -0.495 1.602 -0.008 0.758
C -1.338 6.251 2.808 0.000
N -0.634 5.296 1.957 -0.001
C 0.643 5.427 1.492 0.001
C 0.912 4.303 0.766 0.007
N -0.187 3.503 0.789 0.010
C -1.118 4.111 1.508 -0.001
P -2.769 3.481 1.920 0.000
C -2.125 1.865 2.519 -0.002
N -1.017 1.308 2.015 0.004
C -0.374 0.672 3.030 0.004
C -1.096 0.830 4.179 0.001
N -2.176 1.589 3.853 -0.001
C -3.228 1.995 4.778 0.000
C -3.325 2.884 0.315 0.005
N -2.660 2.016 -0.410 0.092
C -3.399 1.778 -1.533 0.008
C -4.531 2.542 -1.481 0.004
N -4.474 3.247 -0.311 0.001
C -5.512 4.133 0.203 0.001
H -0.696 7.109 2.982 0.000
H -1.595 5.793 3.761 0.000
H -2.254 6.588 2.328 0.000
H 1.251 6.285 1.721 0.000
H 1.801 4.034 0.223 0.002
H 0.563 0.162 2.880 0.001
H -0.927 0.459 5.176 0.000
H -3.535 1.144 5.381 0.000
H -4.083 2.357 4.215 0.000
H -2.876 2.787 5.437 0.000
H -3.085 1.066 -2.275 0.000
H -5.349 2.645 -2.173 0.001
H -6.169 4.414 -0.615 0.000
H -5.068 5.031 0.623 0.000
H -6.099 3.633 0.972 0.000
C 2.536 -3.093 -0.933 0.000
C 3.333 -2.606 0.275 0.000
As 2.228 -1.741 1.666 0.001
C 3.627 -1.725 3.036 0.000
C 3.547 -2.411 4.244 0.000
C 4.618 -2.399 5.130 0.000
C 5.765 -1.678 4.827 0.000
C 5.833 -0.952 3.646 0.000
C 4.768 -0.973 2.757 0.000
C 1.207 -3.338 2.141 0.000
C 1.868 -4.544 2.377 0.000
C 1.180 -5.739 2.491 0.000
C -0.207 -5.726 2.373 0.000
C -0.885 -4.537 2.178 0.000
C -0.190 -3.327 2.068 0.000
As 1.207 -1.730 -1.532 0.002
C 2.563 -0.338 -1.820 0.002
C 2.530 0.882 -1.165 0.044
C 3.576 1.791 -1.282 0.003
C 4.678 1.492 -2.068 0.001
C 4.722 0.279 -2.746 -0.001
C 3.676 -0.622 -2.616 0.002
C 0.897 -2.338 -3.357 0.000
C 1.250 -1.630 -4.502 0.000
C 0.949 -2.136 -5.761 0.000
C 0.272 -3.340 -5.887 0.000
C -0.117 -4.035 -4.750 0.000
C 0.191 -3.534 -3.494 0.000
H 1.990 -4.000 -0.672 0.000
H 3.202 -3.317 -1.767 0.000
H 4.089 -1.882 -0.032 0.000
H 3.847 -3.436 0.759 0.000
H 2.646 -2.959 4.493 0.000
H 4.561 -2.964 6.051 0.000
H 6.600 -1.677 5.516 0.000
H 6.721 -0.377 3.414 0.000
H 4.823 -0.401 1.836 0.000
H 2.947 -4.546 2.469 0.000
H 1.713 -6.667 2.652 0.000
H -0.766 -6.651 2.447 0.000
H -1.967 -4.536 2.140 0.000
H -0.338 -1.289 2.207 0.000
H 1.666 1.195 -0.559 0.036
H 3.526 2.741 -0.762 0.000
H 5.493 2.199 -2.158 0.000
H 5.575 0.030 -3.365 0.000
H 3.734 -1.575 -3.129 0.000
H 1.754 -0.674 -4.422 0.000
H 1.242 -1.584 -6.646 0.000
H 0.038 -3.731 -6.869 0.000
H -0.663 -4.966 -4.841 0.000
H -0.120 -4.072 -2.604 0.000
Cl -0.649 1.649 -8.611 0.000
C -0.641 1.675 -6.879 0.000
C -1.477 0.813 -6.183 0.000
C -1.437 0.807 -4.800 0.000
C -0.582 1.668 -4.119 0.000
C 0.220 2.552 -4.829 0.000
C 0.200 2.553 -6.214 0.000
C -0.483 1.596 -2.640 0.001
O -0.113 2.599 -1.948 -0.003
O -0.765 0.528 -2.059 0.013
H -2.134 0.144 -6.722 0.000
H -2.063 0.122 -4.243 0.000
H 0.868 3.231 -4.289 0.000
H 0.832 3.224 -6.779 0.000
N -0.857 -2.111 1.955 0.000
C -2.228 -1.920 1.719 0.000
C -2.869 -2.541 0.649 0.000
C -4.216 -2.313 0.418 0.000
C -4.941 -1.462 1.246 0.000
C -4.304 -0.844 2.311 0.000
C -2.957 -1.075 2.551 0.000
H -2.296 -3.180 -0.009 0.000
H -4.705 -2.795 -0.418 0.000
H -5.992 -1.286 1.058 0.000
H -4.865 -0.188 2.967 0.000
H -2.454 -0.600 3.388 0.000
```

Output
2S+1 = 2
expectation value of S² = 0.753
E_LUMO (spin up / spin down) = -2.8 / -2.8 eV
net charge = +1

These records have energy relative to the best compared isomer or geometry (same formula, charge and spin) values of 3.3, 38.1 kcal per mole, in the order they appear.
These records have largest force on an atom values of 1.37, 3.55 eV/A, in the order they appear.